Entry from OMol25: a cluster of 7 separate species, C41H65BrF13NO10 in total (ωB97M-V/def2-TZVPD).

Structure (XYZ):
```
131
Properties=species:S:1:pos:R:3:forces:R:3
N 2.997497 -6.128535 -0.458596 0.2357 0.1358 -0.2194
C 2.492682 -4.751523 -0.415116 0.0696 -0.0734 0.1085
C 3.571026 -3.659171 -0.494284 -0.0992 -0.0178 -0.0098
C 3.090163 -2.295936 -1.043017 0.1460 -0.1891 0.1297
C 2.970248 -1.134959 -0.041222 -0.1726 0.4203 -0.2477
C 4.130288 -1.093986 0.936845 -0.5305 0.0759 -0.1736
O 5.282861 -1.026500 0.677023 0.6390 0.1096 0.1272
O 3.657944 -1.126014 2.220850 -0.0794 -0.2610 0.0956
C 2.312530 -1.580333 2.146298 -0.0908 -0.1359 -0.0678
Br 1.477750 -1.348063 3.876818 0.0442 0.0833 -0.0276
C 1.704712 -0.956367 0.880436 0.1824 -0.3413 -0.0290
C 0.491080 -1.739144 0.363122 -0.0439 0.2132 -0.1696
C -0.770110 -1.763065 1.252479 -0.1061 0.0443 -0.1072
C -1.121240 -3.142508 1.786128 -0.0223 0.0420 -0.2343
F 0.000324 -3.869382 2.021521 0.1879 -0.0450 0.0617
F -1.771684 -3.055615 2.968068 -0.1516 0.0266 0.1970
C -1.989417 -4.006916 0.821463 -0.1256 0.0899 -0.0082
F -1.618870 -3.723724 -0.447295 0.0570 -0.0588 -0.0774
F -1.735798 -5.306989 1.036255 0.0432 -0.1194 0.0372
C -3.553157 -3.913035 0.918078 0.1955 0.2034 -0.0803
F -3.907529 -4.469596 2.085435 -0.0693 -0.0045 0.0405
F -4.035315 -4.672909 -0.085254 -0.0598 -0.1109 -0.0225
C -4.299975 -2.538867 0.846394 0.0683 -0.0106 -0.1067
F -3.720983 -1.674476 1.696687 -0.0011 0.0708 0.0835
F -5.553085 -2.770486 1.265748 -0.1699 -0.0195 0.0486
C -4.414134 -1.872042 -0.555161 0.1613 -0.0078 0.1617
F -5.193149 -2.630098 -1.333382 -0.1420 -0.0568 -0.0865
F -3.189661 -1.783873 -1.112600 -0.0111 0.0303 -0.0295
C -5.005388 -0.433808 -0.546979 -0.0148 0.1169 0.1191
F -6.199278 -0.407109 0.044147 0.1266 -0.0292 -0.0929
F -5.139460 -0.033935 -1.812787 -0.0023 -0.0333 0.1216
F -4.189949 0.409449 0.084927 -0.0772 -0.0968 -0.1244
C 1.467077 0.569524 0.886325 0.1198 0.1988 0.1260
C 0.555436 1.184636 1.921819 0.6183 0.1543 -0.2558
O -0.629607 1.306612 1.808588 -0.6564 -0.2124 0.1955
O 1.260608 1.702766 2.950683 0.1798 -0.4043 0.2542
H 3.226820 -6.363662 -1.419920 -0.0301 -0.0307 0.0795
H 3.880666 -6.187284 0.042163 -0.1591 -0.0436 0.1082
H 1.794572 -4.630141 -1.250329 -0.0354 -0.0395 0.1328
H 1.924406 -4.653338 0.516962 -0.0807 0.0922 -0.1582
H 4.020310 -3.538592 0.498920 0.0803 -0.0368 -0.1062
H 4.375655 -4.030172 -1.138056 -0.0902 0.0564 0.0296
H 3.808747 -1.956074 -1.791802 -0.0400 0.0097 0.1190
H 2.136840 -2.426084 -1.564148 0.0682 0.0787 0.0018
H 3.095204 -0.214137 -0.624363 -0.1219 -0.1238 -0.0294
H 2.302481 -2.666823 2.019672 0.0318 0.0905 0.0635
H 0.214824 -1.286279 -0.595056 0.0494 -0.0845 0.0564
H 0.803450 -2.756208 0.126934 -0.0405 0.0510 0.0905
H -1.612159 -1.393974 0.666792 0.0863 -0.0073 0.1619
H -0.708409 -1.111311 2.122423 0.0851 -0.0976 -0.0863
H 2.425829 1.090430 0.965874 -0.1111 -0.0762 -0.0282
H 1.044712 0.807407 -0.094865 0.0842 -0.0092 0.1250
H 0.723706 1.690070 3.757816 -0.1522 0.3333 -0.2263
C -2.553746 5.214860 2.679414 0.0045 -0.0068 -0.0249
C -1.645528 4.270786 3.465146 -0.0005 -0.0677 0.0251
C -0.289044 4.555220 2.833961 -0.0759 0.1043 -0.0031
O -0.321031 5.927484 2.439335 0.1607 0.1488 -0.0420
C -1.653270 6.432348 2.506103 -0.0424 -0.0837 0.0111
H -3.486862 5.452232 3.188452 0.0060 -0.0111 0.0151
H -2.794348 4.778354 1.707816 0.0019 0.0064 -0.0045
H -1.639177 4.549304 4.521645 0.0142 0.0014 -0.0033
H -1.926918 3.221811 3.382242 -0.0122 0.0101 -0.0278
H -0.120584 3.936946 1.946877 -0.0639 -0.0478 0.0355
H 0.547537 4.408370 3.519143 0.0128 0.0208 -0.0140
H -1.736954 7.115313 3.358649 -0.0158 -0.0096 0.0035
H -1.862475 6.992865 1.593716 0.0146 0.0076 0.0000
C -7.049209 -5.593980 2.608643 0.0187 -0.0229 0.0282
C -7.320306 -6.320206 1.292809 -0.0053 0.0219 -0.0159
C -8.000922 -7.592264 1.783363 0.0215 0.0066 -0.0017
O -8.707391 -7.234508 2.971269 -0.0179 -0.0139 0.0128
C -8.297840 -5.938887 3.409754 -0.0035 0.0060 -0.0359
H -6.906712 -4.521449 2.494709 -0.0104 0.0062 0.0025
H -6.160721 -6.006638 3.090954 -0.0040 -0.0040 0.0028
H -8.005083 -5.736505 0.673474 -0.0047 -0.0032 0.0020
H -6.421444 -6.521921 0.710999 0.0085 0.0015 0.0125
H -7.263790 -8.365929 2.024027 0.0060 0.0026 -0.0102
H -8.710753 -8.004561 1.065096 -0.0051 -0.0036 0.0070
H -9.103643 -5.223297 3.211847 0.0080 0.0101 0.0052
H -8.123384 -5.971718 4.485869 -0.0050 -0.0114 0.0007
C 1.898070 4.946749 -0.282299 -0.0290 -0.0804 0.0787
C 3.383708 5.223367 -0.491915 0.0134 -0.0645 -0.0575
C 3.977063 3.830761 -0.314195 0.0045 0.0515 0.0810
O 2.981102 2.902276 -0.765791 0.0010 -0.0256 -0.0211
C 1.736977 3.583957 -0.943320 -0.0051 0.0645 -0.0411
H 1.241654 5.702125 -0.712149 0.0040 0.0039 0.0066
H 1.677304 4.874225 0.784087 -0.0134 0.0534 -0.0040
H 3.560895 5.587749 -1.506806 0.0164 -0.0206 -0.0049
H 3.794441 5.949662 0.206469 0.0182 -0.0034 -0.0097
H 4.192072 3.628181 0.740484 0.0195 0.0087 -0.0015
H 4.890263 3.671879 -0.889028 -0.0097 -0.0236 -0.0153
H 1.533121 3.682373 -2.015388 -0.0106 -0.0067 0.0048
H 0.939561 2.983776 -0.496868 -0.0036 0.0461 -0.0195
C -4.686350 -3.108722 -4.612322 0.0141 0.0324 -0.0597
C -5.497419 -4.399855 -4.530305 0.0085 -0.0051 0.0398
C -4.809525 -5.257721 -5.585333 -0.0108 0.0102 0.0064
O -3.439392 -4.855471 -5.595179 0.0135 -0.0066 -0.0212
C -3.282071 -3.648523 -4.850411 -0.0060 -0.0075 0.0454
H -4.750143 -2.493496 -3.718074 -0.0132 0.0037 -0.0073
H -5.013365 -2.507944 -5.463767 0.0048 -0.0185 -0.0131
H -5.387045 -4.851483 -3.541648 0.0053 0.0003 -0.0005
H -6.560032 -4.263599 -4.726505 0.0028 0.0079 -0.0098
H -5.240854 -5.084644 -6.577225 -0.0088 -0.0004 0.0034
H -4.858487 -6.325739 -5.369992 0.0063 -0.0012 -0.0028
H -2.782666 -3.876635 -3.901302 -0.0028 0.0182 0.0080
H -2.648273 -2.965437 -5.417561 0.0038 -0.0112 -0.0103
C 3.163666 10.181461 1.499028 0.0064 -0.0037 0.0203
C 4.641081 10.503204 1.279164 -0.0052 0.0001 -0.0181
C 5.280222 9.130461 1.448525 -0.0166 0.0352 0.0152
O 4.313127 8.184195 0.992603 0.0163 -0.0500 -0.0072
C 3.043650 8.820199 0.826466 -0.0210 0.0000 0.0072
H 2.486337 10.920020 1.072678 0.0097 0.0045 -0.0063
H 2.950191 10.096894 2.566432 -0.0013 -0.0070 -0.0012
H 4.799955 10.873931 0.264428 0.0016 -0.0054 -0.0018
H 5.038013 11.238771 1.977328 -0.0100 -0.0023 0.0070
H 5.510471 8.928478 2.500012 0.0026 0.0101 0.0008
H 6.193608 9.006242 0.865501 -0.0027 -0.0094 -0.0017
H 2.834465 8.924806 -0.244077 -0.0041 0.0117 0.0003
H 2.273584 8.186319 1.268770 0.0049 -0.0099 -0.0011
C 7.399633 0.910515 -2.991352 0.0231 -0.0181 0.0190
C 7.006992 0.171771 -4.269298 -0.0111 0.0259 -0.0080
C 6.351412 -1.081755 -3.705260 0.0122 0.0076 0.0129
O 5.753554 -0.697722 -2.467628 -0.0548 -0.0191 -0.0374
C 6.221832 0.598222 -2.077515 -0.0483 0.0310 -0.0391
H 7.545711 1.980493 -3.133226 -0.0021 0.0027 -0.0090
H 8.319634 0.490923 -2.579178 0.0002 -0.0017 -0.0029
H 6.280389 0.757765 -4.836115 -0.0053 -0.0017 0.0036
H 7.848573 -0.053141 -4.923129 0.0078 0.0010 0.0100
H 7.093252 -1.865418 -3.515878 0.0098 0.0038 -0.0134
H 5.577595 -1.490337 -4.357878 -0.0023 -0.0068 0.0062
H 5.409908 1.321016 -2.217969 0.0034 0.0195 0.0095
H 6.484044 0.573000 -1.020867 -0.0195 -0.0623 0.0090
```
Positions in Å, forces in eV/Å.

## Properties
HOMO in eV: -9.383
Charge: 0
Energy in eV: -170905.05346
F_max in hartree/bohr: 0.0139
SMILES string: NCCC[C@@H]1C(=O)O[C@@H](Br)[C@@]1(CCC(F)(F)C(F)(F)C(F)(F)C(F)(F)C(F)(F)C(F)(F)F)CC(=O)O.C1CCOC1.C1CCOC1.C1CCOC1.C1CCOC1.C1CCOC1.C1CCOC1
Lowest unoccupied orbital energy in eV: 0.407
2S+1: 1

Entry from OMol25: a structure of composition C3H8CaO3 in a non-equilibrium geometry (ωB97M-V/def2-TZVPD).

Structure (XYZ):
```
15
Properties=species:S:1:pos:R:3:forces:R:3
H 2.879450 2.345849 0.469406 1.3469 -2.6936 -1.3443
O 3.148096 1.454808 -0.006627 -0.6800 3.3750 2.0997
O 0.208320 1.899193 -0.236439 -1.3598 1.0345 0.3353
C -0.901079 1.381015 0.349616 -0.0829 0.2182 0.4846
C -1.176512 -0.069628 -0.012962 -0.5869 -0.1502 0.0195
O 0.080093 -0.709356 -0.197479 -1.0313 -0.6961 0.5690
C 0.010193 -2.136885 -0.239155 -0.3037 -0.4439 0.0568
Ca 1.692143 0.498919 -0.906511 2.3488 -0.6545 -2.0680
H -1.778343 2.039192 0.222463 0.1645 -0.0768 0.0430
H -0.659472 1.464384 1.444600 -0.1018 0.0225 -0.2186
H -1.764684 -0.135960 -0.940860 0.0974 -0.0117 0.1884
H -1.736958 -0.561439 0.793358 0.0745 0.0874 -0.1801
H 1.034233 -2.513488 -0.325497 -0.2257 0.0144 0.0359
H -0.446211 -2.502904 0.688912 0.1799 -0.0203 -0.2275
H -0.589269 -2.453701 -1.102823 0.1602 -0.0049 0.2063
```
Positions in Å, forces in eV/Å.

## Properties
HOMO (spin up / spin down) in eV: -13.359 / -13.288
Charge: +1
Energy in eV: -27813.95255
F_max in hartree/bohr: 0.0784
ΔE to the lowest compared entry with this formula, charge and spin in kJ/mol: 0.0
Lowest unoccupied orbital energy (spin up / spin down) in eV: -4.051 / -7.447
2S+1: 2

Entry from OMol25: an isolated molecule of C4H8O2 (ωB97M-V/def2-TZVPD).

Structure (XYZ):
```
14
Properties=species:S:1:pos:R:3:forces:R:3
C -1.394437 -0.683960 0.349276 -0.0435 -0.0281 0.0010
C -0.159070 0.188787 0.375720 -0.1344 0.1478 -0.0507
O 0.933110 -0.628694 0.918917 0.3649 -0.0262 0.1737
C 1.938060 -0.112880 1.557069 -0.4045 0.0667 -0.1951
C 0.270197 0.680242 -1.002898 -0.0578 0.2624 0.1709
O 0.215661 -0.316479 -1.994781 0.2161 -0.2121 0.0170
H -1.227728 -1.542947 -0.304751 -0.0575 0.1060 0.1110
H -1.641995 -1.040795 1.352465 0.0436 0.0764 -0.1280
H -2.243242 -0.118894 -0.047782 0.1126 -0.0543 0.0626
H -0.273478 1.050091 1.046655 0.0525 -0.1227 -0.0912
H 1.276973 1.119191 -0.920777 -0.1558 -0.0372 -0.0210
H 1.734844 1.000230 1.615619 0.0747 -0.1506 0.0175
H -0.413254 1.472980 -1.321791 0.0511 -0.0974 0.0375
H 0.843983 -1.010514 -1.755280 -0.0619 0.0694 -0.1053
```
Positions in Å, forces in eV/Å.

## Properties
HOMO in eV: -8.683
Charge: 0
Energy in eV: -8369.30615
F_max in hartree/bohr: 0.0088
ΔE to the lowest compared entry with this formula, charge and spin in kJ/mol: 383.6
Lowest unoccupied orbital energy in eV: 0.639
2S+1: 1

- The highest F_max belongs to which entry?
  C3H8CaO3